1.
{
  "formula": "C2H10N3",
  "method": "ωB97M-V/def2-TZVPD",
  "charge": 1,
  "smiles": "NC[NH2+]CN",
  "relative_energy_kj_mol": 160.8,
  "elements": ["N", "C", "N", "C", "N", "H", "H", "H", "H", "H", "H", "H", "H", "H", "H"],
  "positions_angstrom": [[-0.930, -1.520, 0.915], [-1.218, -0.210, 0.526], [-0.550, 0.366, -0.734], [0.964, 0.260, -0.836], [1.510, 0.777, 0.388], [-0.784, -1.705, 1.891], [-0.405, -2.157, 0.339], [-1.056, 0.534, 1.299], [-2.268, -0.137, 0.214], [-1.039, 0.088, -1.580], [-0.685, 1.354, -0.545], [1.228, 0.890, -1.689], [1.193, -0.781, -1.019], [2.456, 0.452, 0.522], [1.583, 1.789, 0.310]],
  "forces_ev_per_angstrom": [[0.70, -0.85, -0.12], [-1.43, 0.22, -0.50], [0.98, 0.08, 1.39], [-0.13, 0.37, -0.10], [-0.15, 0.18, -0.34], [0.23, 0.32, 0.11], [-0.22, 0.16, -0.17], [0.22, -0.17, 0.23], [-0.06, 0.23, 0.12], [0.04, -0.03, -0.17], [-0.47, 0.31, -0.64], [-0.09, -0.41, -0.27], [0.27, -0.07, 0.07], [0.05, -0.28, 0.21], [0.06, -0.07, 0.18]]
}



2.
{
  "formula": "C2H11N2O2",
  "method": "ωB97M-V/def2-TZVPD",
  "charge": 1,
  "relative_energy_kj_mol": 107.3,
  "elements": ["C", "C", "N", "N", "H", "H", "H", "H", "H", "H", "H", "H", "H", "O", "H", "H", "O"],
  "positions_angstrom": [[0.030, -1.055, -0.266], [-0.583, -0.874, -1.433], [-0.969, -1.895, -2.250], [0.425, 0.100, 0.546], [0.327, -2.020, 0.111], [-0.884, 0.091, -1.814], [-1.678, -1.716, -2.938], [-0.921, -2.826, -1.849], [1.413, 0.439, 0.492], [0.159, -0.098, 1.512], [-0.097, 0.964, 0.326], [-2.898, 1.591, 1.551], [-2.128, 2.063, 2.830], [-2.026, 1.678, 1.949], [3.404, 1.905, 0.062], [3.461, 0.414, 0.568], [2.966, 1.239, 0.604]],
  "forces_ev_per_angstrom": [[0.42, 0.43, -0.23], [-0.77, -0.61, -0.48], [0.35, -0.10, 0.52], [-0.40, 0.72, 0.22], [0.03, 0.08, 0.15], [0.22, 0.34, 0.17], [0.02, -0.13, 0.00], [-0.17, 0.20, -0.47], [-0.04, -0.37, 0.10], [0.22, 0.24, 0.17], [-0.24, -0.51, -0.02], [-0.09, 0.14, 0.30], [-0.23, -0.06, -0.28], [0.48, -0.19, -0.14], [0.15, -0.23, -0.01], [0.53, 0.31, -0.13], [-0.50, -0.26, 0.12]]
}



3.
{
  "formula": "C57H69N9O3",
  "method": "ωB97M-V/def2-TZVPD",
  "smiles": "c1ccncc1.c1ccncc1.c1ccncc1.c1ccncc1.c1ccncc1.c1ccncc1.c1ccncc1.c1ccncc1.c1ccncc1.C1CCOC1.C1CCOC1.C1CCOC1",
  "relative_energy_kj_mol": 234.9,
  "elements": ["C", "C", "C", "N", "C", "C", "H", "H", "H", "H", "H", "C", "C", "C", "N", "C", "C", "H", "H", "H", "H", "H", "C", "C", "C", "N", "C", "C", "H", "H", "H", "H", "H", "C", "C", "C", "N", "C", "C", "H", "H", "H", "H", "H", "C", "C", "C", "N", "C", "C", "H", "H", "H", "H", "H", "C", "C", "C", "N", "C", "C", "H", "H", "H", "H", "H", "C", "C", "C", "N", "C", "C", "H", "H", "H", "H", "H", "C", "C", "C", "N", "C", "C", "H", "H", "H", "H", "H", "C", "C", "C", "N", "C", "C", "H", "H", "H", "H", "H", "C", "C", "C", "O", "C", "H", "H", "H", "H", "H", "H", "H", "H", "C", "C", "C", "O", "C", "H", "H", "H", "H", "H", "H", "H", "H", "C", "C", "C", "O", "C", "H", "H", "H", "H", "H", "H", "H", "H"],
  "positions_angstrom": [[-4.783, 3.748, -5.942], [-5.173, 4.680, -6.949], [-6.302, 4.399, -7.724], [-6.951, 3.194, -7.623], [-6.556, 2.341, -6.635], [-5.526, 2.600, -5.773], [-3.887, 3.882, -5.354], [-4.671, 5.603, -7.199], [-6.660, 5.082, -8.479], [-7.128, 1.424, -6.640], [-5.186, 1.893, -5.030], [4.470, -5.810, 6.229], [3.328, -6.513, 5.878], [3.287, -7.220, 4.701], [4.308, -7.269, 3.800], [5.416, -6.583, 4.067], [5.512, -5.827, 5.282], [4.561, -5.325, 7.189], [2.493, -6.627, 6.553], [2.353, -7.702, 4.454], [6.200, -6.620, 3.325], [6.435, -5.349, 5.577], [-0.020, 8.028, 4.447], [0.294, 8.188, 3.091], [1.521, 8.861, 2.792], [2.275, 9.516, 3.688], [1.851, 9.481, 4.964], [0.800, 8.695, 5.396], [-0.872, 7.435, 4.746], [-0.267, 7.686, 2.316], [1.843, 8.891, 1.762], [2.459, 10.049, 5.652], [0.486, 8.678, 6.429], [8.004, 6.206, -0.514], [6.995, 5.882, -1.452], [7.420, 5.781, -2.778], [8.669, 6.045, -3.197], [9.589, 6.410, -2.270], [9.321, 6.425, -0.878], [7.720, 6.372, 0.515], [5.964, 5.804, -1.142], [6.737, 5.477, -3.558], [10.541, 6.658, -2.715], [10.032, 6.823, -0.169], [10.431, -0.739, -2.856], [11.020, -1.505, -3.877], [10.550, -2.787, -4.194], [9.575, -3.397, -3.479], [9.116, -2.720, -2.399], [9.529, -1.398, -2.056], [10.800, 0.238, -2.583], [11.865, -1.109, -4.421], [10.990, -3.243, -5.070], [8.375, -3.254, -1.823], [9.179, -0.993, -1.118], [3.446, -5.247, -4.566], [3.368, -6.205, -3.553], [4.011, -7.407, -3.747], [4.360, -7.885, -5.002], [4.352, -6.882, -5.968], [3.981, -5.546, -5.771], [3.047, -4.260, -4.381], [2.915, -5.998, -2.595], [3.982, -8.040, -2.873], [4.649, -7.047, -6.993], [4.044, -4.826, -6.573], [-4.082, -6.862, 6.146], [-4.766, -5.715, 5.843], [-5.354, -4.940, 6.856], [-5.166, -5.168, 8.146], [-4.580, -6.358, 8.505], [-4.034, -7.237, 7.513], [-3.664, -7.504, 5.386], [-4.959, -5.443, 4.816], [-5.957, -4.070, 6.642], [-4.579, -6.668, 9.540], [-3.570, -8.192, 7.710], [0.249, -1.396, 1.317], [-0.896, -0.574, 1.039], [-0.645, 0.734, 0.670], [0.626, 1.260, 0.558], [1.697, 0.403, 0.903], [1.543, -0.909, 1.312], [-0.019, -2.412, 1.568], [-1.928, -0.865, 1.168], [-1.399, 1.473, 0.444], [2.689, 0.827, 0.858], [2.397, -1.494, 1.621], [7.761, 4.683, 7.063], [6.528, 4.049, 6.875], [6.564, 2.863, 6.095], [7.733, 2.282, 5.702], [8.907, 2.922, 5.955], [8.956, 4.130, 6.644], [7.725, 5.676, 7.487], [5.619, 4.579, 7.120], [5.630, 2.374, 5.861], [9.780, 2.625, 5.392], [9.864, 4.715, 6.649], [-8.651, 6.113, -0.660], [-8.251, 7.438, -0.106], [-6.716, 7.442, -0.175], [-6.412, 6.086, 0.045], [-7.542, 5.242, -0.100], [-8.724, 6.127, -1.747], [-9.658, 5.784, -0.403], [-8.597, 7.449, 0.927], [-8.701, 8.257, -0.668], [-6.241, 8.039, 0.604], [-6.357, 7.748, -1.158], [-7.713, 4.851, 0.903], [-7.360, 4.436, -0.812], [-10.871, -2.251, -0.851], [-11.858, -3.159, -0.130], [-11.035, -3.742, 1.018], [-9.703, -3.451, 0.698], [-9.525, -2.874, -0.595], [-10.936, -1.296, -0.328], [-11.081, -2.053, -1.902], [-12.217, -3.890, -0.855], [-12.658, -2.581, 0.334], [-11.153, -4.825, 1.042], [-11.397, -3.294, 1.944], [-9.254, -3.602, -1.359], [-8.739, -2.121, -0.649], [-3.317, -5.303, -5.905], [-3.464, -4.326, -7.013], [-2.302, -3.440, -6.808], [-2.230, -3.308, -5.405], [-2.717, -4.463, -4.766], [-2.638, -6.107, -6.188], [-4.191, -5.888, -5.619], [-4.391, -3.777, -6.849], [-3.398, -4.679, -8.042], [-2.425, -2.419, -7.170], [-1.404, -3.896, -7.227], [-3.402, -4.101, -3.999], [-1.931, -5.098, -4.357]],
  "forces_ev_per_angstrom": [[-0.24, 1.29, -1.38], [-0.49, -0.77, 0.40], [0.16, -2.30, 0.93], [0.71, 0.84, 0.93], [-1.14, 1.04, -1.96], [0.87, 0.02, 0.31], [-0.01, 0.27, 0.06], [0.38, 0.00, 0.46], [-0.03, 0.00, -0.08], [0.08, -0.19, 0.28], [-0.29, -0.20, 0.06], [0.74, -0.56, -1.52], [-0.07, -0.25, 0.58], [0.94, 0.38, -1.02], [-0.84, 0.04, 0.37], [-1.22, 0.71, 1.99], [-0.04, -0.54, 0.15], [0.10, 0.16, -0.08], [-0.12, 0.27, 0.08], [0.14, -0.41, -0.29], [0.18, 0.04, 0.10], [0.17, 0.17, -0.36], [1.04, 0.96, -0.48], [1.65, 0.05, 1.06], [-1.16, -0.02, 0.61], [-0.91, -0.51, -0.36], [0.38, -0.53, -0.47], [-1.35, -0.21, -0.69], [-0.04, 0.03, 0.13], [-0.03, 0.12, -0.08], [0.19, 0.09, -0.10], [-0.06, 0.06, 0.22], [0.29, -0.03, 0.16], [-0.97, -0.02, -0.11], [1.79, 0.47, 0.17], [0.20, -0.01, 0.29], [0.29, 0.26, 1.15], [-1.16, -0.80, -0.01], [-0.38, 0.66, -1.78], [-0.04, -0.17, 0.18], [0.00, -0.22, -0.12], [-0.18, 0.05, -0.10], [0.26, 0.08, 0.32], [0.18, -0.31, 0.03], [0.89, -1.25, -0.09], [-0.40, 0.17, -0.02], [-0.45, 1.19, 1.13], [0.39, 0.95, 0.28], [0.96, 0.59, -1.15], [-0.83, -1.59, 0.09], [-0.02, 0.11, -0.17], [-0.08, 0.11, -0.25], [-0.19, -0.61, 0.09], [-0.03, 0.07, 0.21], [-0.25, 0.27, -0.11], [-1.08, 0.73, 1.50], [0.93, 0.69, -0.43], [-1.22, -0.85, -1.86], [0.27, 3.11, 0.10], [0.02, -0.79, 1.19], [0.30, -1.27, -0.25], [-0.09, 0.15, 0.03], [0.09, 0.18, 0.04], [0.51, -0.78, -0.34], [0.20, -1.12, 0.04], [0.07, -0.04, -0.03], [-0.23, -0.22, 1.71], [-0.98, 0.60, -0.31], [1.04, -0.30, 0.05], [0.01, -1.91, 1.04], [0.33, -0.13, -2.72], [-0.45, 1.27, -0.09], [0.06, 0.03, -0.05], [0.12, 0.10, -0.12], [0.07, 0.15, -0.28], [0.08, 0.39, 0.16], [-0.05, 0.02, 0.60], [-2.38, 0.26, 0.07], [1.89, 0.05, 0.19], [2.59, 0.90, -0.14], [0.91, -2.63, 0.94], [-2.40, 1.84, -0.60], [-0.80, 0.37, -0.33], [0.48, -0.24, 0.20], [0.13, -0.54, -0.09], [-0.34, -0.18, 0.01], [-0.04, 0.31, -0.12], [-0.04, -0.14, -0.13], [-0.91, 0.24, 0.46], [1.35, -0.64, -1.53], [1.50, 0.41, 1.36], [-0.32, 0.92, 0.06], [-1.77, 0.58, -0.35], [-0.33, -0.19, -0.69], [0.27, 0.09, 0.23], [-0.14, -0.28, 0.10], [0.10, -0.31, -0.25], [0.11, -0.71, 0.29], [0.14, -0.11, 0.31], [-0.52, -0.53, -0.28], [-0.30, 1.34, 0.03], [-1.18, -0.36, 0.06], [1.23, -0.65, -0.10], [-0.06, -0.15, -0.43], [0.70, -0.09, -0.19], [0.05, 0.05, 0.58], [0.17, 0.43, 0.14], [0.00, 0.19, 0.24], [-0.02, 0.07, -0.06], [0.05, 0.18, -0.12], [-0.55, -0.28, -0.10], [0.46, -0.21, 0.24], [-0.49, 0.93, 0.08], [-0.24, 0.14, -0.35], [-0.65, -0.38, -1.43], [2.03, 0.21, 0.57], [-0.81, 0.09, 0.03], [0.36, 0.27, -0.14], [-0.11, -0.20, 0.01], [-0.31, -0.21, 0.40], [-0.37, -0.15, -0.61], [-0.07, -0.10, 0.37], [0.65, -0.02, 0.28], [-0.15, -0.51, 0.08], [0.16, -0.06, 0.70], [-0.14, -1.60, 0.56], [-1.12, 0.33, -1.22], [0.33, 0.96, 0.65], [0.98, 0.68, 0.60], [-0.09, -0.62, -0.62], [0.49, 0.16, 0.00], [-0.42, 0.50, -0.01], [-0.08, 0.18, -0.33], [-0.51, -0.51, 0.11], [0.09, -0.13, -0.36], [0.33, 0.03, -0.02], [-0.12, -0.44, 0.08], [0.27, 0.45, 0.56]]
}



4.
{
  "formula": "C4H2ErFLiO4",
  "method": "ωB97M-V/def2-TZVPD",
  "spin_multiplicity": 4,
  "charge": 3,
  "relative_energy_kj_mol": 0.0,
  "elements": ["O", "C", "O", "O", "C", "C", "O", "C", "Li", "H", "H", "F", "Er"],
  "positions_angstrom": [[-1.889, -2.816, -1.336], [-2.762, -3.553, -1.530], [-3.627, -4.296, -1.736], [0.710, 2.054, 1.779], [1.958, 1.802, 1.573], [-0.170, 1.200, 0.980], [2.043, 0.771, 0.722], [0.790, 0.559, 0.008], [3.083, 2.392, -0.644], [-0.923, 1.831, 0.497], [-0.628, 0.470, 1.656], [0.919, 1.415, -1.132], [0.496, -1.828, -0.837]],
  "forces_ev_per_angstrom": [[4.13, 2.78, 0.96], [-4.96, -4.24, -1.24], [2.29, 2.05, 0.60], [0.40, 0.02, -0.29], [-0.76, 0.98, 1.08], [-0.40, -0.28, 0.02], [0.31, -1.38, -2.02], [-0.13, -0.46, 0.06], [0.21, 0.34, 0.24], [0.11, -0.10, 0.17], [-0.08, 0.21, 0.01], [0.16, -0.80, 0.25], [-1.30, 0.87, 0.16]]
}



5.
{
  "formula": "C6H16N2",
  "method": "ωB97M-V/def2-TZVPD",
  "relative_energy_kj_mol": 396.0,
  "elements": ["C", "N", "C", "C", "C", "C", "C", "N", "H", "H", "H", "H", "H", "H", "H", "H", "H", "H", "H", "H", "H", "H", "H", "H"],
  "positions_angstrom": [[0.426, 1.002, 0.060], [-0.266, 0.317, 1.163], [-0.015, 1.435, 2.517], [-1.197, 1.188, 3.470], [0.127, 0.175, -1.171], [0.769, -1.229, -1.199], [0.140, -2.072, -2.276], [0.394, -1.511, -3.623], [1.510, 1.123, 0.196], [0.058, 2.019, -0.040], [0.265, 0.292, 2.099], [0.939, 1.424, 3.073], [-0.009, 2.397, 2.033], [-1.193, 0.114, 3.625], [-2.142, 1.516, 3.040], [-1.124, 1.819, 4.350], [-0.973, 0.085, -1.187], [0.359, 0.754, -2.079], [1.840, -1.104, -1.360], [0.592, -1.604, -0.202], [-0.916, -2.271, -2.137], [0.586, -3.071, -2.305], [-0.200, -0.687, -3.691], [0.031, -2.112, -4.355]],
  "forces_ev_per_angstrom": [[0.65, -0.65, 0.49], [0.16, 1.96, 1.91], [-2.27, 2.41, 0.55], [0.46, 0.76, -0.97], [-0.57, 0.26, -0.71], [-0.60, 1.50, 0.01], [0.71, -1.22, -1.08], [-0.45, 0.65, 0.32], [0.08, -0.24, 0.09], [-0.36, 0.24, -0.24], [1.64, -3.44, -1.70], [0.07, -0.60, -0.32], [-0.27, 0.30, -0.23], [-0.41, -0.01, 0.66], [0.08, -0.39, -0.44], [0.41, -0.46, 0.52], [0.20, -0.23, -0.02], [0.23, -0.14, 0.25], [0.06, -0.24, -0.06], [0.06, -0.65, 0.22], [-0.44, 0.31, 0.49], [0.16, 0.04, 0.26], [0.27, 0.13, -0.18], [0.10, -0.29, 0.17]]
}



| no. | DFT total energy (eV) |
| --- | --- |
| 1 | -6699.372 |
| 2 | -9321.194 |
| 3 | -79774.276 |
| 4 | -42878.885 |
| 5 | -9457.970 |